{
  "formula": "C51H56BrF5N4O3PS2Sc",
  "method": "ωB97M-V/def2-TZVPD",
  "molar_mass_g_mol": 1087.99,
  "charge": 0,
  "total_energy_ha": -7393.67191,
  "max_force_ev_per_a": 0.80,
  "de_lowest_kcal_mol": 35.2,
  "e_lumo_ev": -0.01,
  "orbital_gap_ev": 6.65,
  "homo_energy_ev": -6.6634,
  "elements": ["Sc", "F", "C", "C", "F", "C", "F", "C", "S", "C", "F", "C", "F", "C", "C", "C", "C", "C", "C", "C", "Br", "C", "O", "C", "C", "C", "C", "C", "C", "H", "H", "H", "H", "H", "H", "H", "H", "H", "H", "H", "H", "H", "H", "H", "H", "H", "H", "H", "H", "C", "C", "C", "C", "C", "C", "C", "S", "O", "O", "N", "C", "C", "C", "C", "C", "N", "H", "H", "H", "H", "H", "H", "H", "H", "H", "H", "H", "C", "C", "N", "C", "C", "N", "C", "C", "H", "H", "H", "H", "H", "H", "H", "H", "H", "H", "H", "H", "C", "P", "C", "C", "C", "C", "C", "C", "C", "C", "C", "C", "C", "C", "H", "H", "H", "H", "H", "H", "H", "H", "H", "H", "H", "H", "H"],
  "coordinates": [[-0.1168, 0.6466, -0.0269], [-0.3420, 6.9613, 0.3551], [-0.0315, 6.0232, -0.5511], [-0.4518, 4.7211, -0.3869], [-1.1793, 4.3758, 0.6918], [-0.1048, 3.7917, -1.3438], [-0.4720, 2.4713, -1.1321], [0.6403, 4.0278, -2.4940], [1.0818, 2.7879, -3.6052], [1.0264, 5.3768, -2.6175], [1.7456, 5.7661, -3.6740], [0.7124, 6.3400, -1.6813], [1.1328, 7.5991, -1.8431], [-0.9198, -6.4496, -3.3643], [0.2569, -5.8617, -2.5744], [0.6092, -6.8003, -1.4118], [1.4650, -5.7709, -3.5062], [-0.1343, -4.4951, -2.0149], [0.5701, -3.3326, -2.3044], [0.1425, -2.1513, -1.7437], [1.0821, -0.5408, -2.2090], [-0.9512, -2.0222, -0.8831], [-1.2532, -0.7988, -0.4180], [-1.6788, -3.1862, -0.5950], [-1.2345, -4.3743, -1.1745], [-2.9542, -3.2755, 0.2654], [-2.7354, -4.3073, 1.3822], [-4.1072, -3.7319, -0.6402], [-3.3852, -1.9684, 0.9371], [-0.6407, -7.4146, -3.7932], [-1.2110, -5.7830, -4.1781], [-1.7928, -6.6067, -2.7295], [0.9020, -7.7814, -1.7925], [-0.2384, -6.9385, -0.7392], [1.4379, -6.3961, -0.8276], [1.7101, -6.7656, -3.8815], [2.3456, -5.3861, -2.9881], [1.2628, -5.1302, -4.3668], [1.4296, -3.3298, -2.9578], [-1.7962, -5.2729, -0.9514], [-2.5277, -5.3032, 0.9890], [-3.6350, -4.3749, 1.9988], [-1.9016, -4.0072, 2.0170], [-3.9328, -4.7228, -1.0616], [-4.2457, -3.0336, -1.4694], [-5.0369, -3.7687, -0.0676], [-2.6190, -1.5980, 1.6130], [-4.2887, -2.1683, 1.5199], [-3.6156, -1.1902, 0.2121], [5.0265, -1.1843, 6.2975], [3.9404, -1.1247, 5.2581], [2.7626, -0.4247, 5.5138], [1.7561, -0.3554, 4.5698], [1.9226, -1.0072, 3.3563], [3.0818, -1.7130, 3.0740], [4.0851, -1.7634, 4.0303], [0.6170, -0.9842, 2.1864], [1.2444, -1.0431, 0.8490], [-0.3130, -2.0224, 2.5315], [0.0062, 0.4773, 2.1814], [-1.3444, 0.7571, 2.3940], [-2.0774, 0.4538, 3.5357], [-3.3950, 0.8628, 3.5700], [-3.9367, 1.5522, 2.4854], [-3.1356, 1.7951, 1.3910], [-1.8601, 1.4009, 1.3429], [4.6895, -1.7420, 7.1728], [5.3015, -0.1841, 6.6346], [5.9194, -1.6725, 5.9107], [2.6440, 0.0935, 6.4580], [0.8631, 0.2278, 4.7579], [3.1921, -2.2141, 2.1213], [4.9984, -2.3048, 3.8160], [-1.6206, -0.1015, 4.3420], [-4.0055, 0.6485, 4.4376], [-4.9628, 1.8888, 2.4881], [-3.5093, 2.3165, 0.5191], [-3.5515, 0.8019, -2.2720], [-4.7654, 0.7250, -3.2376], [-4.3048, 0.5199, -4.6108], [-3.3743, 1.5984, -4.9624], [-2.1373, 1.5726, -4.0237], [-2.3080, 0.5371, -2.9955], [-2.4161, -0.7665, -3.6566], [-3.5860, -0.7541, -4.6783], [-3.6380, 0.0733, -1.4630], [-3.4666, 1.7975, -1.8251], [-5.3584, 1.6415, -3.2059], [-5.4241, -0.1061, -2.9745], [-3.9112, 2.5463, -4.8857], [-3.0817, 1.4700, -6.0061], [-1.9938, 2.5340, -3.5267], [-1.2148, 1.3647, -4.5652], [-2.5768, -1.5272, -2.8884], [-1.4613, -0.9797, -4.1425], [-4.2944, -1.5605, -4.4745], [-3.2225, -0.8824, -5.6998], [3.7751, 0.9036, 0.4395], [2.3377, 2.0270, 0.5948], [2.3521, 2.5220, 2.3506], [1.2188, 3.1505, 2.8683], [1.2011, 3.6116, 4.1736], [2.3202, 3.4434, 4.9835], [3.4465, 2.8146, 4.4791], [3.4619, 2.3522, 3.1682], [3.0315, 3.5415, -0.1790], [3.5943, 3.4367, -1.4491], [4.1381, 4.5495, -2.0716], [4.1233, 5.7804, -1.4347], [3.5642, 5.8957, -0.1701], [3.0215, 4.7835, 0.4567], [3.6897, 0.0833, 1.1494], [4.7041, 1.4507, 0.5933], [3.7707, 0.4786, -0.5642], [0.3398, 3.2828, 2.2450], [0.3171, 4.1034, 4.5588], [2.3113, 3.8056, 6.0035], [4.3206, 2.6819, 5.1044], [4.3502, 1.8624, 2.7913], [3.5823, 2.4932, -1.9771], [4.5414, 4.4558, -3.0709], [4.5317, 6.6515, -1.9304], [3.5424, 6.8552, 0.3310], [2.5907, 4.8944, 1.4427]]
}

---

{
  "formula": "C51H59BIN9O17PS",
  "method": "ωB97M-V/def2-TZVPD",
  "molar_mass_g_mol": 1270.84,
  "charge": 1,
  "total_energy_ha": -4812.14993,
  "max_force_ev_per_a": 1.48,
  "e_lumo_ev": -3.17,
  "orbital_gap_ev": 7.57,
  "homo_energy_ev": -10.7435,
  "elements": ["C", "C", "C", "C", "P", "O", "O", "S", "N", "B", "O", "C", "C", "C", "O", "C", "C", "N", "C", "C", "C", "O", "N", "C", "I", "C", "C", "H", "H", "H", "H", "H", "H", "H", "H", "H", "H", "H", "H", "H", "H", "H", "H", "H", "H", "H", "H", "H", "H", "H", "H", "H", "H", "H", "H", "H", "C", "C", "C", "C", "C", "C", "N", "O", "O", "H", "H", "H", "H", "H", "C", "C", "C", "C", "C", "C", "N", "O", "O", "H", "H", "H", "H", "H", "C", "C", "C", "C", "C", "C", "N", "O", "O", "H", "H", "H", "H", "H", "C", "C", "C", "C", "C", "C", "N", "O", "O", "H", "H", "H", "H", "H", "C", "C", "C", "C", "C", "C", "N", "O", "O", "H", "H", "H", "H", "H", "C", "C", "C", "C", "C", "C", "N", "O", "O", "H", "H", "H", "H", "H"],
  "coordinates": [[3.6964, -5.4867, 6.7396], [3.6803, -4.3503, 6.0374], [2.8145, -4.1262, 4.8963], [2.4226, -4.9977, 3.9374], [2.9293, -6.7245, 3.7675], [2.1172, -7.5013, 4.9073], [2.3198, -7.2439, 2.3925], [4.8286, -6.9208, 3.8089], [1.5932, -4.2825, 3.0467], [0.8914, -4.7873, 1.7915], [0.0379, -5.8104, 1.9999], [1.1439, -4.0938, 0.4256], [2.6247, -4.0819, -0.0044], [1.5334, -3.0272, 3.4715], [0.8514, -2.0875, 2.8557], [-0.5547, -1.9335, 3.2393], [-1.4924, -2.5315, 2.2084], [-2.8656, -2.1236, 2.4801], [-3.6865, -3.1258, 3.1581], [-4.6668, -3.8522, 2.2203], [-5.9484, -4.2025, 2.9583], [-4.9573, -2.9853, 1.1222], [2.2691, -2.8815, 4.5721], [2.5439, -1.6570, 5.3281], [0.8293, -0.7365, 6.1965], [3.3607, -0.6891, 4.4843], [4.7174, -1.2926, 4.1212], [2.8111, -6.1024, 6.8322], [4.5975, -5.7963, 7.2522], [4.3441, -3.5431, 6.3264], [2.5378, -8.3679, 5.0295], [1.4312, -7.6129, 2.5149], [-0.0334, -6.3867, 1.2204], [0.8057, -3.0561, 0.4854], [0.5485, -4.5590, -0.3625], [2.7440, -3.3943, -0.8421], [3.2948, -3.7221, 0.7774], [2.9524, -5.0536, -0.3695], [-0.7476, -0.8705, 3.3676], [-0.7168, -2.4164, 4.2038], [-1.4627, -3.6221, 2.2700], [-1.2022, -2.2483, 1.1934], [-2.8892, -1.2686, 3.0189], [-4.3042, -2.6124, 3.8988], [-3.0874, -3.8629, 3.7046], [-4.2249, -4.7706, 1.8139], [-6.4051, -3.2836, 3.3285], [-6.6373, -4.7540, 2.3199], [-5.7214, -4.8164, 3.8329], [-5.8338, -3.2201, 0.8013], [3.1438, -1.9740, 6.1717], [3.5272, 0.2308, 5.0421], [2.8296, -0.4394, 3.5646], [5.3053, -0.5969, 3.5265], [4.6349, -2.2215, 3.5536], [5.2857, -1.5245, 5.0255], [-2.6053, 0.9449, 0.9496], [-3.4786, 0.0196, 0.3872], [-4.0540, 0.2886, -0.8454], [-3.7356, 1.4749, -1.4816], [-2.8734, 2.4061, -0.9334], [-2.3037, 2.1344, 0.2990], [-4.3300, 1.7587, -2.8016], [-5.1007, 0.9427, -3.2645], [-4.0149, 2.7945, -3.3560], [-2.1498, 0.7401, 1.9129], [-3.7079, -0.9038, 0.9034], [-4.7349, -0.4153, -1.2996], [-2.6522, 3.3204, -1.4545], [-1.6298, 2.8540, 0.7413], [-4.7549, -9.9785, 0.0659], [-3.7689, -10.1802, 1.0237], [-2.5480, -9.5383, 0.9084], [-2.3432, -8.6988, -0.1729], [-3.3084, -8.4872, -1.1422], [-4.5239, -9.1372, -1.0153], [-1.0631, -7.9992, -0.2964], [-0.2037, -8.2032, 0.5606], [-0.9036, -7.2438, -1.2257], [-5.7083, -10.4800, 0.1623], [-3.9517, -10.8381, 1.8616], [-1.7732, -9.6891, 1.6444], [-3.1168, -7.8303, -1.9772], [-5.2921, -8.9859, -1.7603], [-1.3901, 8.6656, -3.8073], [-0.5177, 8.9624, -2.7660], [-0.4465, 8.1344, -1.6554], [-1.2599, 7.0165, -1.6162], [-2.1408, 6.7082, -2.6364], [-2.2018, 7.5407, -3.7364], [-1.1921, 6.1019, -0.4695], [-0.4343, 6.3555, 0.4409], [-1.9143, 5.1190, -0.5139], [-1.4284, 9.3116, -4.6730], [0.1127, 9.8394, -2.8237], [0.2292, 8.3531, -0.8420], [-2.7654, 5.8299, -2.5789], [-2.8825, 7.3054, -4.5383], [8.9607, 1.8842, 6.9510], [9.6704, 1.2550, 5.9367], [9.1186, 1.1372, 4.6711], [7.8580, 1.6590, 4.4480], [7.1311, 2.2852, 5.4439], [7.6925, 2.3953, 6.7058], [7.2741, 1.5537, 3.0993], [7.9199, 0.9807, 2.2481], [6.1710, 2.0360, 2.9220], [9.3986, 1.9796, 7.9356], [10.6575, 0.8586, 6.1294], [9.6600, 0.6517, 3.8732], [6.1491, 2.6837, 5.2373], [7.1420, 2.8855, 7.4968], [-6.0461, 3.6858, -8.0182], [-5.4191, 3.4962, -6.7931], [-4.2641, 4.1970, -6.4898], [-3.7618, 5.0807, -7.4290], [-4.3649, 5.2816, -8.6570], [-5.5189, 4.5732, -8.9486], [-2.5466, 5.8372, -7.0994], [-2.0337, 5.6317, -6.0177], [-2.1194, 6.6366, -7.9127], [-6.9510, 3.1397, -8.2495], [-5.8268, 2.8040, -6.0691], [-3.7701, 4.0536, -5.5406], [-3.9450, 5.9762, -9.3690], [-6.0084, 4.7160, -9.9019], [2.3350, 6.9947, -8.4309], [1.0053, 7.2283, -8.1058], [0.6543, 8.3638, -7.3948], [1.6503, 9.2487, -7.0252], [2.9809, 9.0357, -7.3368], [3.3203, 7.8959, -8.0462], [1.2850, 10.4640, -6.2774], [0.1137, 10.6230, -5.9895], [2.1727, 11.2375, -5.9869], [2.6055, 6.1070, -8.9875], [0.2367, 6.5288, -8.3966], [-0.3771, 8.5471, -7.1361], [3.7359, 9.7440, -7.0312], [4.3553, 7.7115, -8.2993]]
}

---

{
  "formula": "C51H60BClN7O10P2S2Zr",
  "method": "ωB97M-V/def2-TZVPD",
  "molar_mass_g_mol": 1194.65,
  "charge": -1,
  "total_energy_ha": -5126.83649,
  "max_force_ev_per_a": 1.60,
  "de_lowest_kcal_mol": 1.7,
  "e_lumo_ev": 2.08,
  "orbital_gap_ev": 7.04,
  "homo_energy_ev": -4.9671,
  "elements": ["Zr", "O", "C", "C", "C", "C", "C", "C", "C", "N", "N", "C", "O", "C", "C", "C", "C", "C", "C", "H", "H", "H", "H", "H", "H", "H", "H", "H", "H", "C", "C", "C", "O", "P", "O", "C", "P", "O", "O", "C", "C", "C", "O", "C", "C", "C", "O", "C", "C", "C", "H", "H", "H", "H", "H", "H", "H", "H", "H", "H", "H", "H", "H", "H", "H", "H", "H", "H", "H", "H", "H", "H", "H", "H", "H", "H", "H", "H", "H", "H", "C", "N", "C", "C", "N", "B", "N", "C", "C", "N", "C", "C", "S", "C", "S", "H", "H", "H", "H", "H", "H", "H", "H", "H", "H", "H", "H", "N", "C", "C", "C", "C", "C", "C", "C", "C", "C", "H", "H", "H", "H", "Cl", "C", "C", "C", "C", "C", "C", "C", "O", "O", "H", "H", "H", "H"],
  "coordinates": [[1.1367, 0.7172, 0.4128], [1.3202, 2.7971, 0.4384], [1.1566, 3.7980, -0.3653], [0.6967, 5.0366, 0.1281], [0.5259, 6.1190, -0.7126], [0.8182, 6.0248, -2.0775], [1.3034, 4.8253, -2.5667], [1.4849, 3.7154, -1.7389], [2.0824, 2.4994, -2.2719], [2.2285, 1.4396, -1.5844], [2.9397, 0.4259, -2.2218], [2.7688, -0.6886, -1.5937], [1.9315, -0.8599, -0.5985], [3.6444, -1.8088, -2.0282], [4.0722, -2.7394, -1.0848], [4.9215, -3.7715, -1.4717], [5.3308, -3.8854, -2.7945], [4.8926, -2.9586, -3.7367], [4.0579, -1.9185, -3.3541], [0.4768, 5.0930, 1.1902], [0.1536, 7.0537, -0.3071], [0.6814, 6.8750, -2.7340], [1.5640, 4.7330, -3.6181], [2.4668, 2.5063, -3.2874], [3.7397, -2.6313, -0.0574], [5.2663, -4.4860, -0.7324], [5.9939, -4.6918, -3.0914], [5.2009, -3.0493, -4.7730], [3.7103, -1.1861, -4.0734], [-2.2047, 3.6144, -4.3958], [-1.9344, 2.1220, -4.4855], [-3.2029, 1.3101, -4.6899], [-1.1768, 1.6545, -3.3384], [-1.6190, 1.4470, -1.8437], [-0.3950, 1.4653, -0.9986], [-2.5754, -0.0770, -1.7032], [-1.7371, -1.0440, -0.3448], [-0.7033, -0.4770, 0.6213], [-3.0232, -0.5962, 0.7307], [-4.3268, -1.1382, 0.6030], [-4.6522, -1.9367, 1.8585], [-5.3711, -0.0405, 0.4299], [-2.1567, -2.6175, -0.2881], [-1.6235, -3.4652, 0.7667], [-0.1520, -3.7861, 0.5555], [-2.4531, -4.7331, 0.7473], [-2.6195, 2.6163, -1.5236], [-2.4728, 3.5659, -0.4009], [-3.3428, 3.1340, 0.7520], [-2.8422, 4.9227, -0.9513], [-2.5227, 3.9841, -5.3735], [-1.2991, 4.1455, -4.0931], [-2.9862, 3.8246, -3.6645], [-1.2558, 1.9369, -5.3146], [-3.8993, 1.4745, -3.8604], [-2.9761, 0.2436, -4.7558], [-3.6898, 1.6203, -5.6166], [-2.4847, -0.6570, -2.6157], [-3.6070, 0.1906, -1.5013], [-4.3744, -1.8159, -0.2568], [-4.7361, -1.2575, 2.7126], [-3.8623, -2.6543, 2.0702], [-5.5972, -2.4768, 1.7434], [-5.3527, 0.6213, 1.3014], [-6.3700, -0.4814, 0.3438], [-5.1889, 0.5739, -0.4561], [-1.7474, -2.9461, 1.7220], [-0.0192, -4.3212, -0.3911], [0.2014, -4.4161, 1.3760], [0.4601, -2.8855, 0.5211], [-2.2543, -5.2857, -0.1761], [-3.5190, -4.5108, 0.7889], [-2.1863, -5.3644, 1.5989], [-1.4314, 3.5660, -0.0858], [-4.4031, 3.2394, 0.4982], [-3.1074, 3.7543, 1.6207], [-3.1275, 2.1000, 1.0238], [-3.8807, 4.9181, -1.2995], [-2.1847, 5.2000, -1.7791], [-2.7355, 5.6709, -0.1616], [4.2055, 4.4356, 0.8927], [3.5273, 3.9514, 2.0818], [3.0406, 4.7596, 3.0928], [2.5184, 3.9350, 4.0185], [2.6858, 2.6302, 3.5931], [2.4442, 1.4240, 4.5589], [0.9043, 1.0702, 4.7794], [0.5485, 0.3758, 5.9221], [-0.7689, 0.0998, 5.8695], [-1.2251, 0.6232, 4.6742], [-2.5630, 0.4557, 4.1344], [-0.1964, 1.2333, 4.0175], [-0.3848, 2.0989, 2.5559], [3.2947, 2.6439, 2.3878], [3.7311, 1.3210, 1.3786], [5.1307, 4.9438, 1.1696], [3.5632, 5.1236, 0.3433], [4.4362, 3.5766, 0.2708], [3.0956, 5.8367, 3.0442], [2.0449, 4.1571, 4.9616], [2.8499, 1.7740, 5.6554], [3.0237, 0.4492, 4.1552], [1.2835, 0.1256, 6.6722], [-1.4093, -0.4396, 6.5489], [-2.9553, -0.5069, 4.4610], [-2.5096, 0.4711, 3.0472], [-3.2309, 1.2498, 4.4722], [1.6923, -7.0947, -7.1689], [1.4089, -6.2832, -6.4028], [1.0419, -5.2645, -5.4450], [-0.0874, -4.4779, -5.6702], [-0.4477, -3.5090, -4.7531], [0.3049, -3.3043, -3.5909], [1.4362, -4.0993, -3.3772], [1.8019, -5.0679, -4.2947], [-0.1255, -2.3452, -2.6127], [-0.5272, -1.5827, -1.7629], [-0.6759, -4.6361, -6.5635], [-1.3258, -2.9005, -4.9254], [2.0248, -3.9519, -2.4802], [2.6803, -5.6762, -4.1217], [0.0506, -5.1334, 6.6171], [0.6515, -4.0438, 5.3875], [1.9990, -4.0691, 5.0582], [2.4669, -3.2079, 4.0770], [1.6021, -2.3190, 3.4535], [0.2587, -2.3051, 3.8002], [-0.2293, -3.1775, 4.7639], [2.1068, -1.4174, 2.3634], [3.1386, -1.7149, 1.7947], [1.3308, -0.3897, 2.1205], [2.6628, -4.7609, 5.5600], [3.5079, -3.2118, 3.7750], [-0.4003, -1.6084, 3.2878], [-1.2773, -3.1820, 5.0375]]
}